{
  "formula": "C46H113NO10P2S3",
  "method": "ωB97M-V with the def2-TZVPD basis set",
  "lumo_ev": 0.005,
  "orbital_gap_ha": 0.29112,
  "smiles": "CCCCCCCCCC[PH2](CCCCN(CCCC)C(=S)SCCC)P(O)(O)=S.CC(C)O.CC(C)O.CC(C)O.CC(C)O.CC(C)O.CC(C)O.CC(C)O.CC(C)O",
  "elements": ["H", "C", "C", "C", "H", "H", "H", "H", "H", "H", "H", "H", "H", "H", "H", "H", "H", "C", "C", "H", "H", "H", "H", "H", "H", "H", "H", "C", "H", "C", "H", "H", "H", "H", "H", "H", "H", "H", "H", "C", "H", "C", "C", "H", "H", "H", "C", "H", "O", "H", "N", "H", "H", "C", "O", "H", "H", "H", "H", "H", "H", "C", "O", "C", "H", "H", "H", "H", "H", "H", "H", "O", "H", "H", "C", "C", "H", "C", "P", "C", "C", "C", "S", "H", "H", "H", "O", "C", "H", "H", "H", "C", "S", "C", "C", "C", "H", "H", "H", "C", "H", "C", "C", "H", "C", "H", "H", "H", "C", "H", "H", "C", "H", "H", "H", "C", "H", "H", "H", "H", "C", "C", "C", "H", "H", "C", "H", "P", "C", "H", "C", "C", "H", "O", "H", "H", "H", "H", "H", "O", "O", "H", "H", "H", "H", "H", "H", "O", "H", "H", "O", "H", "H", "C", "S", "H", "H", "C", "C", "H", "H", "C", "H", "H", "C", "H", "C", "H", "H", "H", "H", "H", "H", "C", "H"],
  "positions_angstrom": [[2.281717, -4.630609, -6.288688], [-3.441787, -2.608121, -2.943192], [1.579262, 5.568669, -1.448192], [-7.153635, -4.970440, 5.363676], [-6.982626, -4.004170, 4.887856], [1.743607, 9.178692, 0.683153], [-0.143199, 1.521219, 0.546783], [4.224170, 5.263328, -1.804792], [5.956083, 2.623218, -1.113177], [-7.095028, 2.130381, 4.215021], [6.852103, 1.550296, 0.649923], [-2.561851, -6.870380, 8.462813], [6.217638, -2.038871, 3.591437], [0.503267, -2.929165, -3.026012], [4.380850, 8.331540, -0.299281], [1.373752, -0.114497, 0.036106], [-4.797063, -8.641133, 5.994807], [0.750380, -0.994428, -0.139694], [-8.389404, 0.793954, 1.294987], [-4.003173, -6.325043, 6.518562], [0.323342, 5.039453, 0.973790], [4.072986, 2.293069, -2.539771], [-1.934201, -1.504297, -3.917591], [4.553298, -1.595184, 4.006127], [4.560733, 3.590234, -3.609681], [-3.561645, 0.757767, -3.324133], [-0.103825, 2.588719, -7.501624], [-3.876800, -8.244016, 5.570405], [1.493073, -0.864176, -2.137524], [2.309991, 4.476213, -2.274729], [-0.613904, 6.035296, -5.212432], [-7.335638, -6.899547, 2.495038], [-0.458192, -3.154553, -1.528218], [-5.728804, -6.067179, 4.190408], [-0.620946, -4.724480, 4.822315], [-2.520665, -3.809351, 2.613178], [-2.036647, 0.335739, -2.580796], [-0.387005, 8.447280, -2.144657], [5.379361, 0.651865, 4.778525], [2.697940, 9.492352, -0.997128], [4.110145, 9.815162, 0.607333], [7.801590, 1.356426, -2.524657], [-7.502757, 1.341187, 3.583187], [1.749572, -5.525456, -3.998972], [8.259614, 0.832261, -3.367960], [-6.560919, -5.017564, 6.277755], [5.523516, -1.201095, 3.701591], [-2.644909, -5.356751, 3.475923], [-0.297676, -2.968833, 3.856098], [-8.609920, 1.195828, 0.306033], [-1.484803, 0.081163, -0.126594], [-3.517070, -1.192098, -4.595598], [-3.452069, -3.413503, -3.688159], [7.123803, 0.286629, -1.643593], [-6.984508, -7.369172, 5.095050], [8.605220, 1.789457, 0.643949], [-8.537894, 2.697951, 2.278702], [-6.749856, 0.550756, 3.520126], [-2.757802, -2.542100, 4.846664], [2.682033, 9.011533, -1.975855], [-0.990588, 6.236436, -0.624068], [-3.040758, -0.033891, -2.783451], [-0.108268, 8.063924, -2.997293], [-0.596045, -0.841880, 0.598690], [6.126392, 0.590554, -1.322365], [-1.466705, -7.317255, 5.772320], [2.232974, 11.429310, -0.159931], [1.736229, 3.548049, -2.201445], [2.956713, 11.500186, -1.775318], [-0.811337, 4.161059, -2.007250], [-6.004944, 1.729237, 1.527408], [1.671339, 1.175729, -6.051174], [2.004779, 5.598467, -0.443988], [-0.930540, 1.340236, -5.371938], [4.534553, 3.286656, -2.557816], [0.976611, -6.922787, -5.434977], [-0.319625, -0.282100, -5.064632], [6.215852, -0.829937, 6.088654], [-0.728892, 6.565454, -3.165227], [0.601043, -1.264813, -1.644925], [0.467620, -2.763526, -1.950489], [7.976197, -0.022836, -0.392768], [-3.961301, -0.252417, -1.235560], [3.702723, 4.009143, -0.681689], [-0.932784, -5.285604, -4.836157], [1.789141, 6.539524, -1.900344], [-6.650273, 2.440765, 1.607568], [-7.820910, 1.880321, 2.196140], [-2.875195, -4.088129, 5.711252], [-1.089243, -1.815581, 0.614289], [5.265001, -1.212914, 6.460855], [0.564773, 0.664326, -6.786824], [-2.658491, 6.634126, -3.361610], [-3.293941, -7.151900, 6.450146], [1.001270, -5.544534, -4.791745], [-6.791331, -6.117485, 4.432626], [6.384012, 4.151555, -1.867992], [-7.661677, -0.011822, 1.165680], [-0.677805, 1.789136, -1.090221], [-0.092572, 4.301451, 0.277458], [7.868567, 0.575837, 1.679417], [-2.044218, 2.523798, 0.377773], [-2.182451, -3.342899, 5.321827], [-2.667815, 2.170623, 1.196236], [6.856807, 2.427476, -3.101466], [1.401138, 2.016041, -5.664563], [9.011843, -0.069624, -0.732466], [-9.304826, 0.370508, 1.711630], [1.314855, -4.461002, -5.813545], [1.044973, 1.789897, -8.565663], [1.296261, -3.282608, -1.464776], [0.191787, 1.620936, -7.908967], [0.546932, -4.436932, -6.591717], [1.226497, -1.876845, 0.298046], [5.417709, -0.734636, 2.721494], [2.268200, 10.943766, -1.139055], [4.830369, 9.890726, -1.009173], [-3.871887, -8.056146, 8.334983], [-2.164317, 4.671650, 0.711110], [-3.163003, -9.064370, 5.448350], [-0.610112, 0.411790, -5.854709], [-1.217067, -3.962573, 4.325224], [3.729963, 4.286468, -1.740591], [-2.234175, -8.466339, 7.797736], [-1.460389, -0.009952, -6.393058], [-1.029425, 1.489373, -0.093801], [-2.718716, 2.733204, -0.460365], [-0.230579, 5.269726, -1.339626], [-1.954952, -4.578861, 3.149281], [0.897286, -0.281445, -7.216100], [4.089790, 9.378170, -0.394682], [6.058126, -0.198627, 4.713799], [7.658522, -0.992290, -0.004101], [7.307722, 0.329169, 4.267309], [0.749894, -7.686759, -4.691612], [-7.917989, -7.443959, 5.322310], [-0.437787, -0.474498, 1.618342], [7.009641, -0.621449, -2.241834], [1.328899, -3.479081, -5.339334], [-0.248664, -5.275021, -4.157436], [0.038317, 6.027596, -4.486465], [-4.453491, -2.549179, -2.550487], [-2.729399, -2.929592, -2.181625], [0.651941, 3.504177, 0.213258], [-7.448824, -5.136035, 2.612709], [-0.634954, 1.231713, -8.504808], [7.931073, -0.402799, 4.201046], [1.756747, 8.776359, -0.192511], [-1.312188, 3.785237, 1.938621], [-0.252375, -0.744225, -2.077046], [-2.116226, -6.609292, 5.848049], [-1.638158, -2.901459, 6.157228], [6.218838, 1.950821, -3.849647], [-1.438983, 3.862216, 0.853440], [-3.516162, -0.401506, 1.574645], [-8.206085, -5.031916, 5.653522], [-8.392756, 0.933467, 4.065271], [5.984706, 3.154129, -2.063734], [7.814353, 1.041230, 0.700683], [2.371440, 4.792893, -3.316431], [-8.673389, -6.166815, 3.372457], [-2.846994, -0.143863, 0.099211], [8.610518, 1.871442, -1.999209], [-1.250185, -5.014456, 2.439313], [-2.982836, -1.336917, -3.657240], [0.198993, -6.972025, -6.201957], [-2.978439, -7.666886, 7.845770], [-0.813872, -2.284374, 3.413653], [1.269228, 11.006543, -1.570837], [1.934211, -7.161605, -5.899230], [7.463247, 3.170071, -3.626908], [6.601001, -0.101122, 6.801704], [6.929704, -1.657103, 6.048893], [-7.607100, -6.071727, 3.150005], [-4.096165, -7.855929, 4.575890]],
  "atomic_forces_ev_per_a": [[-0.003, -0.003, -0.021], [0.061, -0.479, -0.920], [0.384, 0.011, -0.573], [0.135, -0.012, 0.100], [-0.014, 0.008, -0.006], [0.018, 0.016, -0.025], [-0.093, -0.089, 0.101], [0.074, -0.037, 0.137], [0.186, 0.023, 0.087], [-0.032, 0.029, -0.003], [-0.043, -0.013, -0.064], [-0.032, 0.026, -0.001], [-0.009, -0.034, 0.084], [-0.152, -0.270, 0.072], [0.001, -0.009, -0.042], [0.034, -0.096, 0.037], [-0.036, 0.000, -0.039], [-0.712, -0.037, -0.048], [-0.069, 0.061, -0.106], [0.058, 0.093, -0.048], [0.081, -0.002, -0.028], [-0.089, 0.047, 0.004], [-0.060, 0.114, -0.143], [0.001, -0.023, 0.003], [-0.131, 0.096, 0.026], [-0.004, -0.019, 0.061], [-0.097, 0.050, 0.073], [-0.017, 0.026, -0.104], [-0.057, -0.132, -0.101], [-0.148, 0.279, 0.684], [0.344, -0.004, 0.164], [0.043, 0.008, -0.007], [-0.050, -0.135, -0.171], [0.045, -0.105, 0.046], [0.124, 0.048, 0.006], [-0.052, 0.021, 0.066], [-0.069, -0.048, 0.268], [0.134, -0.080, -0.399], [0.074, 0.101, -0.037], [0.172, 0.316, 0.320], [-0.011, 0.086, -0.027], [-0.414, 0.220, -0.269], [0.009, 0.114, 0.087], [-0.070, 0.032, 0.107], [0.190, 0.154, 0.039], [0.039, 0.008, -0.016], [-0.057, 0.115, -0.121], [0.006, 0.002, 0.048], [0.161, -0.105, 0.039], [-0.026, 0.034, 0.010], [-0.315, 0.027, 0.051], [-0.150, 0.037, 0.092], [0.013, 0.024, 0.094], [0.661, 0.039, 0.078], [0.197, -0.027, -0.006], [-0.099, 0.121, 0.021], [0.054, 0.093, -0.043], [-0.046, -0.056, -0.052], [-0.027, -0.050, -0.064], [-0.110, -0.095, 0.014], [-0.197, 0.088, -0.319], [-0.032, -0.366, -0.490], [0.322, -0.139, 0.353], [0.201, 0.168, -0.549], [-0.059, 0.004, -0.053], [-0.046, -0.018, 0.008], [0.090, -0.002, 0.014], [0.203, -0.197, -0.202], [0.011, 0.010, 0.007], [-0.122, 0.217, -0.356], [0.108, -0.037, -0.054], [0.169, -0.150, 0.000], [-0.241, -0.055, 0.062], [-0.018, 0.046, -0.097], [0.459, 0.058, 0.193], [0.011, -0.092, 0.137], [0.013, -0.027, -0.017], [0.015, 0.144, 0.094], [-0.741, 0.285, -0.136], [0.393, -0.238, 0.021], [0.249, 0.685, 0.266], [-0.828, 0.243, -0.466], [0.180, 0.646, 0.143], [0.015, -0.063, -0.041], [0.019, -0.020, 0.006], [-0.199, 0.069, 0.066], [-0.104, 0.167, 0.023], [0.187, -0.410, 0.019], [0.000, -0.024, -0.008], [-0.025, 0.089, 0.194], [0.000, -0.024, -0.006], [-0.328, 0.376, 0.054], [-0.085, -0.178, -0.135], [0.199, -0.480, 0.013], [-0.205, -0.031, -0.456], [-0.477, 0.118, 0.053], [0.053, -0.001, 0.069], [0.010, -0.022, 0.083], [0.046, -0.085, -0.011], [-0.072, 0.351, -0.070], [0.078, 0.094, 0.215], [-0.360, 0.647, -0.490], [0.042, 0.061, 0.115], [0.079, -0.244, -0.089], [0.207, -0.257, 0.302], [0.025, 0.015, 0.005], [0.091, -0.304, 0.254], [0.006, -0.017, 0.007], [0.028, 0.120, 0.109], [0.009, -0.040, -0.012], [-0.005, -0.200, -0.186], [0.120, -0.081, -0.132], [0.016, -0.083, -0.038], [0.275, 0.283, 0.163], [-0.026, 0.032, 0.008], [-0.146, -0.034, -0.073], [0.004, 0.019, 0.007], [-0.003, -0.024, -0.008], [-0.066, -0.101, -0.055], [0.033, 0.005, 0.108], [0.048, -0.171, 0.097], [-0.367, 0.300, -0.192], [-0.195, 0.024, -0.490], [-0.053, -0.063, -0.045], [-0.022, 0.016, 0.013], [0.194, 0.113, -0.043], [-0.081, -0.122, 0.086], [0.976, -0.221, 1.370], [0.044, -0.047, -0.176], [0.124, -0.020, 0.060], [0.013, -0.172, -0.021], [0.177, -0.501, 0.000], [0.231, -0.059, 0.021], [-0.074, 0.206, 0.000], [0.032, 0.005, 0.028], [0.012, 0.028, -0.022], [0.020, -0.241, 0.104], [-0.101, 0.018, 0.075], [0.042, -0.001, 0.025], [0.070, 0.027, 0.165], [-0.294, 0.187, -0.211], [0.059, 0.048, 0.193], [-0.228, 0.213, 0.189], [-0.078, -0.146, -0.030], [-0.014, 0.014, 0.005], [-0.015, 0.012, 0.008], [-0.021, 0.000, 0.029], [-0.177, -0.198, -0.189], [-0.025, 0.008, -0.045], [-0.026, 0.197, 0.146], [-0.061, 0.189, 0.021], [0.020, -0.039, 0.017], [-0.096, 0.023, -0.001], [0.405, -0.337, 0.380], [-0.043, -0.236, 0.231], [-0.036, 0.016, -0.080], [0.002, -0.020, -0.002], [-0.410, -0.048, -0.416], [0.339, -0.213, -0.045], [-0.224, -0.192, -0.069], [-0.010, 0.080, 0.044], [-0.094, -0.213, -0.109], [-0.043, -0.136, 0.220], [0.027, -0.031, 0.033], [0.437, 0.178, 0.771], [0.038, 0.059, -0.060], [0.025, 0.165, 0.088], [-0.025, -0.008, 0.018], [0.012, -0.011, -0.053], [-0.004, 0.003, -0.023], [-0.073, -0.084, -0.135], [-0.030, 0.030, -0.001], [-0.050, -0.057, -0.054], [0.091, -0.107, -0.093], [-0.058, 0.011, 0.005]],
  "mulliken_charge": [0.399, -1.491, -0.756, -1.355, 0.358, 0.306, 0.459, 0.203, -0.392, 0.306, 0.149, 0.357, 0.314, 0.034, 0.287, 0.485, 0.332, -1.246, -1.175, -0.109, 0.480, 0.212, -0.204, 0.399, 0.356, 0.626, 0.273, -1.347, 0.431, -0.490, 0.330, 0.357, 0.102, -0.065, 0.214, 0.190, -0.459, 0.328, 0.256, 0.655, 0.354, -0.788, -1.139, 0.299, 0.346, 0.299, -1.156, 0.210, -0.565, 0.301, 0.616, 0.399, 0.417, -0.497, -0.484, 0.343, 0.290, 0.223, 0.250, 0.259, 0.009, 0.049, -0.539, -0.988, 0.280, 0.286, 0.364, 0.155, 0.379, -0.171, 0.261, -0.491, 0.638, 0.281, -0.779, -1.460, 0.085, -1.274, 0.529, 0.666, -1.123, -0.723, -0.176, 0.368, 0.328, 0.289, -0.500, 0.409, 0.112, 0.619, 0.376, 0.409, -0.433, 0.966, 0.479, 0.953, 0.565, 0.264, -0.030, -1.243, 0.113, -0.253, -0.924, 0.273, -0.985, 0.289, 0.366, 0.379, -1.186, 0.362, 0.502, -1.355, 0.317, 0.521, 0.244, -1.440, 0.393, 0.390, 0.347, 0.450, -0.946, 0.510, -0.638, 0.372, 0.405, -0.721, 0.363, 0.608, -0.933, 0.310, -1.354, 0.365, 0.380, -0.536, 0.343, 0.328, 0.378, 0.428, 0.240, -0.475, -0.542, 0.466, 0.217, 0.430, 0.357, 0.366, 0.349, -0.468, 0.447, -0.512, -0.388, 0.320, 0.389, -1.124, -0.190, 0.382, 0.381, 0.271, -0.743, 0.438, 0.359, -0.142, 0.380, 0.320, 0.189, 0.362, -1.530, 0.273, 0.318, 0.389, 0.323, 0.314, 0.337, -1.465, 0.227]
}